The following is a quantum chemistry calculation of a cluster of 10 separate species, C19H62N4O10 in total in a non-equilibrium geometry, from the OMol25 dataset.

```
! RIJCOSX wB97M-V def2-TZVPD def2/J DEFGRID3
* xyz 0 1
C 7.0828 -0.2390 -2.4729
O 5.9656 -0.8767 -1.9091
C 4.7641 -0.4803 -2.4873
C 3.6242 -1.3234 -1.9775
C 3.9246 -2.8162 -2.1746
N 2.4007 -0.9345 -2.7365
H 7.4645 -0.8331 -3.3152
H 7.8502 -0.1994 -1.7006
H 6.8909 0.7786 -2.8275
H 4.5331 0.5850 -2.3387
H 4.8024 -0.6374 -3.5873
H 3.4274 -1.0915 -0.9308
H 3.1574 -3.4532 -1.7418
H 4.8510 -3.0750 -1.6453
H 4.1179 -3.0636 -3.2231
H 1.5827 -1.3492 -2.3050
H 2.4571 -1.3762 -3.6556
C -2.0296 6.4567 -3.2213
O -1.3144 5.2741 -3.1931
C -0.2065 5.2793 -2.3038
C 0.1524 3.8565 -1.9686
C 0.5031 2.9792 -3.1709
N -0.9173 3.2151 -1.2000
H -2.5781 6.5152 -4.1619
H -1.3805 7.3287 -3.1017
H -2.8067 6.4727 -2.4424
H 0.6479 5.7652 -2.7896
H -0.4994 5.8019 -1.3842
H 1.0695 3.9689 -1.3772
H 0.7574 1.9886 -2.8018
H 1.4146 3.3147 -3.6825
H -0.3491 2.9648 -3.8473
H -1.7604 3.2950 -1.7814
H -0.8200 2.2014 -1.1816
C -5.5364 -6.1192 1.6339
O -4.3705 -5.4732 1.2420
C -3.6277 -4.9780 2.3252
C -2.5224 -4.0900 1.7865
C -3.1225 -2.9212 1.0703
N -1.6513 -4.8150 0.8118
H -6.0455 -6.5403 0.7726
H -6.1959 -5.4707 2.2256
H -5.3237 -6.9892 2.2870
H -4.2837 -4.4114 3.0096
H -3.1941 -5.7892 2.9381
H -1.8899 -3.7602 2.6157
H -2.3666 -2.4147 0.4737
H -3.5533 -2.1976 1.7605
H -3.9108 -3.2916 0.4158
H -1.2181 -5.6178 1.2525
H -2.2320 -5.0795 0.0222
C -3.0619 6.3659 0.7318
O -2.9353 5.2965 1.6329
C -1.5993 5.0611 2.0031
C -1.5559 3.6983 2.6762
C -0.1619 3.1937 2.9413
N -2.1852 2.6648 1.7793
H -4.1139 6.6384 0.6638
H -2.7478 6.0673 -0.2789
H -2.4619 7.2260 1.0518
H -0.9966 5.0027 1.0863
H -1.2559 5.8434 2.6916
H -2.1417 3.6979 3.5990
H 0.4103 3.0590 2.0144
H -0.0784 2.3125 3.5639
H 0.4404 4.0037 3.4003
H -1.5828 2.6267 0.9494
H -3.0037 3.1483 1.3957
C 3.3987 -4.9508 2.1180
C 2.3554 -3.8846 1.8474
C 2.1576 -2.9811 3.0683
O 2.8284 -3.0892 0.7532
H 4.3202 -4.5282 2.5226
H 3.6520 -5.3939 1.1499
H 3.0752 -5.7175 2.8210
H 1.3656 -4.3039 1.6192
H 1.4031 -2.2071 2.8818
H 3.0601 -2.4063 3.3033
H 1.9226 -3.5488 3.9741
H 2.0064 -2.7336 0.3763
O -2.1232 0.2728 -2.8218
H -3.0086 0.2790 -2.4393
H -1.5412 0.0502 -2.0762
O 0.2491 -2.8032 -0.7455
H -0.2738 -3.3689 -0.1367
H -0.0189 -3.0964 -1.6264
O 1.5606 1.8454 -0.0409
H 0.8074 1.2757 0.2014
H 1.7390 1.6052 -0.9672
O -1.7134 -0.3035 2.7794
H -1.9713 -0.9798 3.4160
H -2.5021 0.2478 2.6319
O -0.4404 -0.1994 0.2447
H -0.8024 -0.1742 1.1595
H -0.2097 -1.1461 0.0791
*
```

Results
SMILES string: COC[C@H](C)N.COC[C@H](C)N.COC[C@H](C)N.COC[C@H](C)N.CC(C)O.O.O.O.O.O
Electronic energy in eV: -47142.8143
Relative energy (zero: lowest compared OMol25 entry of this formula, charge and spin) in kJ/mol: 0.00
M in u: 506.72
Gap between HOMO and LUMO in eV: 8.99



The following is a quantum chemistry calculation of a cluster of 28 separate species, C19H67F3INO30S in total in a non-equilibrium geometry, from the OMol25 dataset.

```
! RIJCOSX wB97M-V def2-TZVPD def2/J DEFGRID3
* xyz 0 1
N 6.3075 -0.9094 -0.2695
C 5.5214 -0.6787 -1.5110
C 4.8689 0.8062 -1.5579
C 3.4039 0.6744 -1.0168
C 3.1974 0.3595 0.4016
C 1.8400 0.1823 1.0343
C 1.7023 -0.1590 2.5713
C 1.1966 1.1361 3.3705
O 0.7586 1.0522 4.4787
I 1.2585 3.0892 2.3937
C 0.6739 0.3108 0.1673
C 0.8879 0.6457 -1.2672
C 2.2078 0.8388 -1.8620
C -0.4130 0.7590 -2.1247
O -0.5868 1.6056 -2.9743
C -1.5140 -0.3022 -1.7574
C -2.2966 -0.8943 -2.8406
C -3.3009 -1.8956 -2.4421
C -3.5150 -2.2745 -1.0358
S -4.8521 -3.5110 -0.8150
C -2.6957 -1.6737 0.0974
C -2.8805 -2.0514 1.6024
F -1.7320 -1.9270 2.3689
F -3.7898 -1.1499 2.1899
F -3.2563 -3.3621 1.8073
C -1.7133 -0.6639 -0.3361
C -0.8008 0.1311 0.6521
O -1.1733 0.6244 1.6963
H 5.7188 -1.2152 0.5024
H 6.8026 -0.0470 -0.0171
H 4.6981 -1.4684 -1.5621
H 6.2149 -0.8809 -2.3842
H 4.9134 1.2283 -2.5901
H 5.4199 1.4045 -0.8003
H 4.0991 0.2393 1.0396
H 2.7573 -0.3583 2.9272
H 1.0544 -1.0525 2.7475
H 2.3176 1.1055 -2.9409
H -2.1253 -0.6109 -3.9056
H -3.8972 -2.3598 -3.2738
H -5.3404 -3.3702 0.4649
O 7.5301 2.3168 -0.2005
H 7.8770 2.8228 0.5498
H 7.2822 2.9937 -0.8449
O 7.6778 1.2605 -2.9535
H 7.5003 0.7415 -2.1570
H 8.6069 1.5085 -2.8706
O -6.9905 -1.2598 2.4241
H -7.1826 -1.7795 3.2127
H -6.0570 -1.0397 2.5016
O 4.5918 3.6961 -1.4549
H 4.6029 4.2206 -2.2643
H 3.6568 3.6598 -1.2129
O 5.0602 2.3306 1.3702
H 5.2145 1.9337 2.2378
H 5.9354 2.3178 0.9498
O 4.7857 -2.9806 0.7722
H 3.9672 -3.4200 1.0287
H 5.2450 -3.6330 0.2305
O 6.4836 1.9670 3.8820
H 7.3363 2.3032 4.1788
H 5.9804 1.8509 4.6972
O -7.8148 -3.1221 -2.6303
H -6.9613 -2.7872 -2.3295
H -8.3230 -3.2307 -1.8187
O -2.4403 3.4646 1.2386
H -2.1989 2.5555 1.4583
H -2.2808 3.9515 2.0549
O -4.5731 -1.3192 5.0619
H -3.9052 -1.7260 4.4989
H -4.2802 -0.4046 5.1502
O 9.1819 3.4572 2.3398
H 9.4151 4.1920 2.9192
H 9.5193 2.6789 2.7993
O -4.3245 1.3781 -4.3287
H -3.4449 1.7157 -4.1184
H -4.9177 1.9376 -3.8144
O 7.9207 -1.5423 -3.5452
H 8.5952 -1.9507 -4.0993
H 8.2016 -0.6204 -3.4694
O 1.1666 3.9418 -3.2798
H 1.4278 4.1832 -4.1754
H 0.4769 3.2729 -3.4066
O -5.6875 -6.3900 -3.0740
H -5.4526 -5.6526 -2.4970
H -5.3525 -7.1664 -2.6089
O 3.6317 -3.2591 -2.3624
H 2.8128 -3.6971 -2.1027
H 4.0876 -3.9156 -2.9025
O 0.2605 -1.3921 6.0166
H 0.2873 -0.8397 5.2228
H -0.6787 -1.4509 6.2280
O -5.3036 -1.7527 -5.0763
H -5.2683 -1.2255 -5.8820
H -6.2429 -1.7848 -4.8573
O -6.9988 0.5966 0.2141
H -7.1857 0.0696 1.0079
H -6.0649 0.8203 0.2919
O -6.4514 1.9077 2.9494
H -5.5941 1.8912 2.5096
H -7.0723 2.1339 2.2423
O 3.4308 5.6805 4.1102
H 2.6124 5.2209 4.3320
H 3.9167 5.0444 3.5722
O 0.0089 -4.4373 6.9485
H 0.3418 -3.9449 7.7069
H -0.2487 -3.7507 6.3222
O -7.6378 4.5141 1.6758
H -8.4404 5.0484 1.6124
H -7.5286 4.3665 2.6230
O -9.6818 5.6752 -0.1679
H -8.8239 5.6575 -0.6092
H -10.3034 5.9013 -0.8683
O -7.7555 -8.7390 -3.7227
H -7.0606 -9.1351 -4.2598
H -7.4831 -7.8163 -3.6295
O -4.4925 -5.8725 -6.1149
H -4.9545 -6.0417 -5.2837
H -3.8874 -6.6168 -6.2027
O 6.3062 5.2178 0.7925
H 5.6032 4.7499 0.3193
H 6.2552 4.8677 1.6891
*
```

Results
Electronic energy in eV: -110791.9366
M in u: 1005.69
Gap between HOMO and LUMO in eV: 7.13



The following is a quantum chemistry calculation of a structure of composition C19H9BeCl6NO, from the OMol25 dataset.

```
! RIJCOSX wB97M-V def2-TZVPD def2/J DEFGRID3
* xyz 0 1
Be 0.8894 0.1109 -0.1331
Cl 2.8646 4.3892 4.8618
C 2.5442 3.4987 3.4244
C 2.1537 2.1647 3.5006
Cl 1.9957 1.3845 5.0230
C 1.8957 1.4654 2.3328
Cl 1.4289 -0.2017 2.3603
C 2.0085 2.0450 1.0615
O 1.7794 1.3548 -0.0237
C 2.4117 3.3877 1.0093
Cl 2.5675 4.1123 -0.5408
C 2.6735 4.1015 2.1722
Cl 3.1598 5.7469 2.0678
Cl 5.3490 -2.8257 -0.6895
C 3.7594 -2.4370 -1.2311
C 3.2093 -3.0690 -2.3351
C 1.9279 -2.7201 -2.7241
C 1.2403 -1.7657 -1.9980
N 1.7872 -1.1593 -0.9408
C 3.0253 -1.4791 -0.5593
H 3.7785 -3.8161 -2.8710
H 1.4595 -3.1863 -3.5785
H 0.2256 -1.4707 -2.2315
H 3.4302 -0.9494 0.2922
C -0.7855 -0.0875 -0.2540
C -1.9753 -0.2917 -0.3858
C -3.3858 -0.5100 -0.5300
C -4.1770 0.4096 -1.2221
C -5.5387 0.1966 -1.3605
C -6.1301 -0.9323 -0.8106
C -5.3510 -1.8499 -0.1197
C -3.9884 -1.6433 0.0202
H -3.7124 1.2905 -1.6446
H -6.1413 0.9174 -1.8981
H -7.1946 -1.0953 -0.9182
H -5.8067 -2.7308 0.3138
H -3.3779 -2.3547 0.5604
*
```

Results
Electronic energy in eV: -98924.6548
Relative energy (zero: lowest compared OMol25 entry of this formula, charge and spin) in kJ/mol: 0.00
M in u: 489.02
Gap between HOMO and LUMO in eV: 7.80



The following is a quantum chemistry calculation of a structure of composition C19H9BrF5LaN3OSSe in a non-equilibrium geometry, from the OMol25 dataset.

```
! RIJCOSX wB97M-V def2-TZVPD def2/J DEFGRID3
* xyz 1 1
La -0.4314 0.2282 0.7430
O -5.3924 0.0941 5.1925
C -4.4125 0.2755 4.3068
C -3.5498 1.3706 4.3156
C -2.5767 1.4489 3.3511
N -2.4214 0.5146 2.3943
C -3.2621 -0.5101 2.4211
Br -2.9673 -1.8002 1.0440
C -4.2685 -0.7043 3.3231
H -5.4229 0.8115 5.8396
H -3.6322 2.1466 5.0659
H -1.8820 2.2793 3.3302
H -4.9210 -1.5651 3.2925
F 4.8958 4.1454 -1.8972
C 3.8271 3.8526 -1.1667
C 3.1108 2.7003 -1.4115
F 3.4782 1.8617 -2.3812
C 2.0120 2.4343 -0.6274
F 1.3299 1.2687 -0.9002
C 1.5592 3.2397 0.3943
S 0.1433 2.8621 1.3670
C 2.3040 4.3942 0.6068
F 1.9516 5.2465 1.5645
C 3.4179 4.6986 -0.1531
F 4.1055 5.8089 0.0846
N -0.1870 -1.2106 -1.2651
C 0.0526 -1.9782 -2.0868
C 0.3923 -2.9317 -3.1024
C -0.5576 -3.8693 -3.5082
C -0.2173 -4.7849 -4.4851
C 1.0552 -4.7584 -5.0458
C 1.9953 -3.8186 -4.6386
C 1.6692 -2.8962 -3.6626
H -1.5438 -3.8736 -3.0627
H -0.9423 -5.5192 -4.8107
H 1.3171 -5.4794 -5.8099
H 2.9821 -3.8047 -5.0825
H 2.3872 -2.1559 -3.3339
Se 2.3093 0.7261 4.3890
C 1.4487 -0.0884 3.1366
N 0.8437 -0.6598 2.2689
*
```

Results
Electronic energy in eV: -187033.6430
Relative energy (zero: lowest compared OMol25 entry of this formula, charge and spin) in kJ/mol: 0.00
M in u: 720.13
Gap between HOMO and LUMO in eV: 7.36



The following is a quantum chemistry calculation of a cluster of 2 separate species, C2 in total in a non-equilibrium geometry, from the OMol25 dataset.

```
! RIJCOSX wB97M-V def2-TZVPD def2/J DEFGRID3
* xyz 1 2
C 0.0000 0.0000 1.1365
C 0.0000 0.0000 -1.1365
*
```

Results
Electronic energy in eV: -2050.1951
Relative energy (zero: lowest compared OMol25 entry of this formula, charge and spin) in kJ/mol: 225.06
M in u: 24.02
Gap between HOMO and LUMO (spin up / spin down) in eV: 6.92 / 7.49
Expectation value of S²: 0.75



The following is a quantum chemistry calculation of a structure of composition C20H10BrCl68OP in a non-equilibrium geometry, from the OMol25 dataset.

```
! RIJCOSX wB97M-V def2-TZVPD def2/J DEFGRID3
* xyz 0 1
O -1.5864 -5.3438 1.8891
P -0.1754 -4.3788 1.5128
C 1.2999 -3.2510 0.9348
C 1.8843 -2.4198 2.2265
C 2.1262 -0.8312 1.8444
Br 3.9792 -0.3557 2.4386
H -2.3678 -5.0101 1.3562
H -1.0498 -3.2744 1.1327
H 0.2871 -4.4016 2.8772
H 0.2820 -5.3970 0.6025
H 0.8595 -2.5586 0.0899
H 2.1597 -3.8986 0.4296
H 1.1976 -2.4409 3.1742
H 2.8979 -2.9613 2.5397
H 1.3788 -0.2130 2.4996
H 1.9073 -0.5914 0.7202
C -2.4562 -0.4654 1.4521
Cl -1.3281 -1.1092 2.6717
Cl -1.5332 0.3112 0.1407
Cl -3.4317 -1.7979 0.7833
Cl -3.5316 0.7345 2.2125
C -1.7601 -8.5464 -0.4475
Cl -3.2638 -7.7970 0.1453
Cl -0.7930 -7.3292 -1.3181
Cl -0.8239 -9.1722 0.9331
Cl -2.1596 -9.8872 -1.5508
C 2.8554 -3.3012 6.1579
Cl 3.7526 -1.7725 5.9775
Cl 1.1842 -3.0806 5.5806
Cl 3.6518 -4.5741 5.1990
Cl 2.8325 -3.7773 7.8747
C 4.3962 3.2934 4.9437
Cl 3.0374 3.6684 3.8540
Cl 4.1885 4.1762 6.4774
Cl 4.4324 1.5417 5.2669
Cl 5.9265 3.7876 4.1766
C 0.2449 -10.8753 -5.0508
Cl 0.2376 -9.3914 -4.0648
Cl -0.6146 -12.1709 -4.1805
Cl -0.5702 -10.5609 -6.6036
Cl 1.9270 -11.3785 -5.3543
C 6.0292 7.5496 7.3709
Cl 6.3881 6.4309 6.0314
Cl 4.3279 7.3586 7.8645
Cl 7.0931 7.1829 8.7522
Cl 6.3075 9.2260 6.8355
C 9.7778 10.4028 8.4701
Cl 9.3316 11.7219 7.3586
Cl 8.6043 10.3319 9.8089
Cl 9.7675 8.8544 7.5887
Cl 11.4076 10.7031 9.1243
C 1.4463 -13.0788 -0.9194
Cl 2.5744 -13.7225 0.3002
Cl 2.3694 -12.3022 -2.2308
Cl 0.4708 -14.4112 -1.5882
Cl 0.3709 -11.8789 -0.1590
C 0.2125 7.6627 6.1846
Cl -0.2239 7.7203 7.9111
Cl -1.1997 7.1402 5.2322
Cl 0.7250 9.2823 5.6472
Cl 1.5486 6.5080 5.9479
C -4.0696 -12.9802 -6.3240
Cl -5.2772 -14.2457 -5.9853
Cl -4.6181 -11.9888 -7.6991
Cl -3.8742 -11.9458 -4.8866
Cl -2.5091 -13.7405 -6.7253
C 1.1897 12.4539 2.5625
Cl -0.4079 13.1412 2.1757
Cl 1.8797 11.6977 1.1042
Cl 2.2729 13.7505 3.1283
Cl 1.0142 11.2261 3.8417
C -3.5432 10.3166 2.4413
Cl -3.9893 11.6357 1.3299
Cl -4.7167 10.2456 3.7801
Cl -3.5534 8.7682 1.5599
Cl -1.9134 10.6169 3.0955
C 0.5337 12.4075 -3.1111
Cl -1.1148 11.7499 -3.2676
Cl 1.5991 11.6309 -4.3096
Cl 0.5013 14.1659 -3.3963
Cl 1.1493 12.0830 -1.4709
C -3.1763 -7.7232 -7.9215
Cl -4.7739 -7.0360 -8.3083
Cl -2.4863 -8.4794 -9.3798
Cl -2.0931 -6.4267 -7.3558
Cl -3.3518 -8.9510 -6.6424
C -4.8971 -6.8317 -3.5547
Cl -5.2682 -6.0379 -5.1060
Cl -4.6606 -8.5773 -3.8225
Cl -3.4103 -6.1294 -2.8688
Cl -6.2494 -6.5826 -2.4217
C -1.7402 15.8208 -6.6774
Cl -3.3378 16.5081 -7.0642
Cl -1.0502 15.0646 -8.1357
Cl -0.6570 17.1174 -6.1117
Cl -1.9156 14.5930 -5.3983
C -8.0590 -6.6395 -10.8300
Cl -8.4954 -6.5820 -9.1035
Cl -9.4713 -7.1621 -11.7824
Cl -7.5466 -5.0200 -11.3674
Cl -6.7230 -7.7943 -11.0667
*
```

Results
Electronic energy in eV: -953796.6380
M in u: 2787.98
Gap between HOMO and LUMO in eV: 8.85



The following is a quantum chemistry calculation of a cluster of 2 separate species, C20H10F4NO4S in total in a non-equilibrium geometry, from the OMol25 dataset.

```
! RIJCOSX wB97M-V def2-TZVPD def2/J DEFGRID3
* xyz -1 1
F -0.1709 2.1971 2.8532
C 0.8759 1.4849 2.4063
C 0.7450 0.1265 2.1970
F -0.3208 -0.5142 2.7566
C 1.9509 -0.7299 2.2216
O 1.9201 -1.9437 2.3956
C 3.2194 0.0064 2.1630
F 4.3418 -0.7368 2.2782
C 3.2913 1.3579 2.1293
F 4.4848 1.9879 2.1354
C 2.1159 2.2189 2.2987
O 2.1911 3.4562 2.4033
C -3.2807 2.8768 1.2898
C -2.1547 3.3099 0.5803
C -1.1757 2.3916 0.1772
C -1.3419 1.0184 0.4398
C -0.2455 0.0771 0.1901
C 0.8939 0.5420 -0.4858
N 1.9129 0.9223 -0.9344
S -0.6836 -1.6517 -0.2197
C -0.1899 -1.9733 -1.9359
C -1.1751 -2.3401 -2.8565
C -0.8023 -2.8131 -4.1150
C 0.5497 -2.9008 -4.4637
C 1.5288 -2.5133 -3.5449
C 1.1588 -2.0511 -2.2779
O 0.1508 -2.5293 0.5650
O -2.1212 -1.8111 -0.2442
C -2.5097 0.5920 1.1028
C -3.4372 1.5141 1.5699
H -4.0135 3.6048 1.6663
H -2.0186 4.3705 0.3545
H -0.2556 2.7352 -0.3169
H -2.2270 -2.2539 -2.5893
H -1.5778 -3.1184 -4.8151
H 0.8389 -3.2814 -5.4437
H 2.5838 -2.5878 -3.7968
H 1.9153 -1.7452 -1.5582
H -2.6915 -0.4645 1.2507
H -4.2757 1.1693 2.1735
*
```

Results
Electronic energy in eV: -52285.5859
Relative energy (zero: lowest compared OMol25 entry of this formula, charge and spin) in kJ/mol: 66.18
M in u: 436.36
Gap between HOMO and LUMO in eV: 5.74



The following is a quantum chemistry calculation of a structure of composition C20H11Br5Cl3IN3O3SScSi, from the OMol25 dataset.

```
! RIJCOSX wB97M-V def2-TZVPD def2/J DEFGRID3
* xyz -2 1
Sc -0.7679 -0.4026 -0.7849
N -4.9969 0.2736 -1.5550
C -3.7364 0.8018 -1.5242
S -3.3605 2.0691 -2.6029
N -2.8678 0.3569 -0.6235
N -3.3202 -0.7886 0.0566
C -2.9913 -0.8921 1.2867
C -2.3578 0.0674 2.2193
C -2.9673 0.1549 3.4736
C -2.5303 1.0270 4.4525
C -1.4203 1.8248 4.1789
C -0.7704 1.7284 2.9686
C -1.1989 0.8386 1.9587
O -0.4953 0.7331 0.8662
H -5.4409 0.3984 -2.4497
H -5.0458 -0.6621 -1.1694
H -3.3226 -1.8224 1.7447
H -3.8245 -0.4825 3.6675
H -3.0359 1.0823 5.4082
H -1.0522 2.5173 4.9283
H 0.1084 2.3251 2.7558
Br 3.3245 -5.3005 2.0421
C 2.6890 -3.8607 0.9871
C 3.5564 -3.1282 0.1955
Br 5.4035 -3.5479 0.1418
C 3.0673 -2.0586 -0.5717
Br 4.1818 -1.0186 -1.6895
C 1.7228 -1.7157 -0.5487
O 1.1973 -0.7226 -1.2269
C 0.8238 -2.4826 0.2570
O -0.4387 -2.1267 0.2272
C 1.3241 -3.5334 1.0118
Br 0.0730 -4.4787 2.0684
Br 2.2911 3.5719 -4.4274
C 2.7276 3.0503 -2.6492
C 4.0579 3.1772 -2.2675
C 4.4371 2.8171 -0.9858
C 3.4881 2.3319 -0.0969
C 2.1665 2.2090 -0.4875
C 1.7670 2.5694 -1.7737
I -0.2855 2.3622 -2.2528
H 4.7830 3.5485 -2.9788
H 5.4756 2.8990 -0.6901
H 3.7806 2.0216 0.8983
H 1.4284 1.8116 0.1996
Cl -0.4980 -1.9242 -4.8523
Si -1.7199 -1.9093 -3.0961
Cl -3.6467 -1.7011 -4.0186
Cl -1.7828 -4.0095 -2.6716
*
```

Results
Electronic energy in eV: -466836.8208
Relative energy (zero: lowest compared OMol25 entry of this formula, charge and spin) in kJ/mol: 74.12
M in u: 1079.22
Gap between HOMO and LUMO in eV: 6.58